one:
Density functional theory data (wB97M-V/def2-TZVPD) for 2 unconnected molecules or ions with the total composition C16H17N.

Values from the calculation:
**Structure (SMILES)**: Cc1c[nH]c2ccccc12.Cc1ccccc1

ORCA input file:
```
! wB97M-V def2-TZVPD RIJCOSX def2/J DEFGRID3
* xyz 0 1
C -2.415 2.302 -3.041
C -1.644 2.069 -1.790
C -2.018 2.266 -0.467
N -0.971 1.939 0.359
C 0.084 1.430 -0.338
C 1.413 1.185 0.080
C 2.282 0.962 -0.962
C 1.890 0.975 -2.298
C 0.603 1.243 -2.715
C -0.304 1.599 -1.722
H -2.020 3.165 -3.582
H -3.426 2.633 -2.761
H -2.518 1.389 -3.630
H -2.898 2.665 0.026
H -1.017 1.879 1.360
H 1.755 1.139 1.100
H 3.263 0.496 -0.802
H 2.618 0.732 -3.065
H 0.341 1.091 -3.742
C -0.530 -0.960 3.498
C 0.250 -1.597 2.408
C -0.172 -1.308 1.070
C 0.200 -2.136 0.044
C 1.031 -3.243 0.323
C 1.614 -3.430 1.557
C 1.067 -2.677 2.641
H -1.107 -0.061 3.232
H 0.069 -0.676 4.363
H -1.327 -1.660 3.774
H -0.814 -0.448 0.974
H -0.426 -2.065 -0.841
H 1.536 -3.765 -0.497
H 2.332 -4.208 1.768
H 1.259 -2.922 3.674
*
```

two:
Density functional theory data (wB97M-V/def2-TZVPD) for 2 unconnected molecules or ions with the total composition C16H17N.

Values from the calculation:
**Structure (SMILES)**: Cc1c[nH]c2ccccc12.Cc1ccccc1

ORCA input file:
```
! wB97M-V def2-TZVPD RIJCOSX def2/J DEFGRID3
* xyz 0 1
C 1.268 2.696 0.910
C 2.154 1.511 1.133
C 3.265 1.523 1.920
N 3.943 0.330 1.804
C 3.295 -0.440 0.869
C 3.620 -1.706 0.381
C 2.767 -2.281 -0.535
C 1.569 -1.660 -0.904
C 1.213 -0.441 -0.346
C 2.078 0.203 0.535
H 0.551 2.812 1.725
H 0.646 2.615 0.025
H 1.834 3.626 0.850
H 3.454 2.356 2.573
H 4.872 0.129 2.123
H 4.507 -2.191 0.773
H 2.949 -3.319 -0.785
H 0.931 -2.059 -1.680
H 0.202 -0.127 -0.554
C -2.148 1.649 -1.450
C -2.913 0.477 -0.914
C -2.647 0.002 0.398
C -2.910 -1.285 0.780
C -3.551 -2.122 -0.161
C -4.100 -1.592 -1.289
C -3.804 -0.252 -1.646
H -2.188 1.637 -2.540
H -1.091 1.668 -1.199
H -2.577 2.579 -1.066
H -2.285 0.700 1.140
H -2.627 -1.609 1.771
H -3.481 -3.194 -0.030
H -4.720 -2.192 -1.934
H -4.079 -0.039 -2.677
*
```

What should be chosen as the least stable of them? Choose one.

one:
Density functional theory data (wB97M-V/def2-TZVPD) for 2 unconnected molecules or ions with the total composition C16H17N.

Values from the calculation:
**Structure (SMILES)**: Cc1c[nH]c2ccccc12.Cc1ccccc1

ORCA input file:
```
! wB97M-V def2-TZVPD RIJCOSX def2/J DEFGRID3
* xyz 0 1
C -1.005 -0.390 -0.821
C -0.978 -1.445 0.240
C -1.207 -1.312 1.563
N -0.974 -2.520 2.232
C -0.492 -3.415 1.298
C 0.060 -4.677 1.484
C 0.515 -5.378 0.382
C 0.454 -4.757 -0.886
C 0.065 -3.449 -1.061
C -0.485 -2.787 0.046
H -0.643 -0.769 -1.770
H -0.319 0.429 -0.592
H -1.997 0.035 -0.995
H -1.627 -0.510 2.154
H -0.523 -2.466 3.136
H 0.136 -5.171 2.448
H 1.202 -6.206 0.491
H 0.822 -5.338 -1.719
H 0.009 -3.064 -2.074
C -1.268 3.903 0.963
C -0.088 3.657 0.071
C -0.250 3.120 -1.194
C 0.817 2.887 -2.045
C 2.110 3.104 -1.568
C 2.281 3.756 -0.357
C 1.197 4.061 0.445
H -2.059 3.203 0.698
H -1.782 4.865 0.889
H -0.963 3.790 2.007
H -1.251 2.875 -1.530
H 0.691 2.506 -3.049
H 2.944 2.852 -2.214
H 3.278 4.062 -0.080
H 1.330 4.548 1.408
*
```

two:
Density functional theory data (wB97M-V/def2-TZVPD) for 2 unconnected molecules or ions with the total composition C16H17N.

Values from the calculation:
**Structure (SMILES)**: Cc1c[nH]c2ccccc12.Cc1ccccc1

ORCA input file:
```
! wB97M-V def2-TZVPD RIJCOSX def2/J DEFGRID3
* xyz 0 1
C 0.668 -1.362 2.095
C -0.695 -0.992 1.686
C -1.708 -1.788 1.244
N -2.819 -1.010 0.764
C -2.466 0.314 0.997
C -3.114 1.439 0.467
C -2.490 2.650 0.701
C -1.269 2.729 1.412
C -0.611 1.582 1.831
C -1.211 0.360 1.572
H 1.374 -0.644 1.658
H 0.991 -2.316 1.680
H 0.928 -1.301 3.158
H -1.776 -2.857 1.203
H -3.258 -1.332 -0.082
H -3.978 1.458 -0.189
H -2.967 3.603 0.460
H -0.800 3.688 1.636
H 0.227 1.666 2.511
C 3.413 -1.701 -1.592
C 2.217 -0.834 -1.566
C 1.139 -1.129 -2.418
C 0.069 -0.286 -2.614
C -0.083 0.728 -1.674
C 0.897 0.983 -0.743
C 2.124 0.254 -0.708
H 3.835 -1.908 -0.614
H 4.225 -1.346 -2.238
H 3.256 -2.717 -2.008
H 1.464 -1.809 -3.235
H -0.453 -0.170 -3.553
H -0.818 1.528 -1.697
H 0.813 1.831 -0.075
H 2.875 0.692 -0.067
*
```

What should be chosen as the least stable of them? Choose two.

one:
Density functional theory data (wB97M-V/def2-TZVPD) for 2 unconnected molecules or ions with the total composition C3H9NO3S.

ORCA input file:
```
! wB97M-V def2-TZVPD RIJCOSX def2/J DEFGRID3
* xyz 0 1
C -0.315 -2.489 -0.825
C 0.130 2.566 1.095
C -0.196 -1.115 -1.507
N 0.913 1.889 0.128
O -2.013 0.269 -0.009
O -0.075 -0.646 1.201
O 1.873 1.053 0.735
S -0.592 -0.012 -0.005
H 0.129 -2.394 0.109
H -1.425 -2.834 -0.948
H 0.382 -3.138 -1.335
H 0.676 3.277 1.587
H -0.612 3.022 0.484
H -0.195 1.930 1.976
H -0.825 -0.893 -2.356
H 0.820 -0.937 -1.676
H 1.326 0.452 1.346
*
```

two:
Density functional theory data (wB97M-V/def2-TZVPD) for 2 unconnected molecules or ions with the total composition C3H9NO3S.

Values from the calculation:
**Structure (SMILES)**: N[C@H](CS)C(=O)O.O

ORCA input file:
```
! wB97M-V def2-TZVPD RIJCOSX def2/J DEFGRID3
* xyz 0 1
N -1.085 -0.418 1.007
C 0.112 -0.330 0.145
C 1.326 0.417 0.588
S 2.138 -0.365 2.050
C -0.338 0.536 -1.118
O -1.181 1.381 -1.262
O 0.287 0.192 -2.223
H -1.502 0.530 1.296
H -0.866 -0.960 1.839
H 0.260 -1.324 -0.163
H 1.096 1.517 0.909
H 2.081 0.620 -0.210
H 1.518 0.335 2.879
H -0.090 0.610 -3.137
O -2.834 -0.974 -1.366
H -2.578 -0.800 -0.440
H -3.313 -0.281 -1.704
*
```

What should be chosen as the least stable of them? Choose one.

one:
Density functional theory data (wB97M-V/def2-TZVPD) for a single C18H39NO2 molecule.

Values from the calculation:
**Structure (SMILES)**: CCCCCCCCCCCCCCC[C@@H](O)[C@H](N)CO

ORCA input file:
```
! wB97M-V def2-TZVPD RIJCOSX def2/J DEFGRID3
* xyz 0 1
C 7.117 -3.349 -1.468
C 6.176 -2.787 -0.409
C 6.731 -1.505 0.210
C 5.902 -0.985 1.386
C 4.459 -0.606 1.050
C 4.352 0.548 0.055
C 2.908 0.963 -0.232
C 2.253 1.713 0.926
C 0.780 2.039 0.671
C 0.573 3.080 -0.427
C -0.878 3.543 -0.571
C -1.841 2.443 -1.039
C -2.629 1.800 0.101
C -3.496 0.643 -0.392
C -4.288 0.010 0.748
C -5.102 -1.216 0.322
O -5.431 -2.009 1.449
C -6.380 -0.810 -0.449
N -7.269 -0.105 0.469
C -7.057 -2.053 -1.063
O -7.576 -2.902 -0.073
H 7.270 -2.624 -2.265
H 8.085 -3.587 -1.033
H 6.704 -4.256 -1.905
H 5.206 -2.587 -0.866
H 6.029 -3.531 0.377
H 6.807 -0.735 -0.560
H 7.744 -1.702 0.571
H 6.405 -0.109 1.803
H 5.883 -1.754 2.164
H 3.964 -0.324 1.982
H 3.932 -1.475 0.652
H 4.816 0.249 -0.887
H 4.905 1.409 0.438
H 2.902 1.602 -1.117
H 2.319 0.071 -0.463
H 2.316 1.104 1.829
H 2.802 2.639 1.112
H 0.342 2.420 1.598
H 0.259 1.117 0.407
H 1.193 3.951 -0.202
H 0.907 2.676 -1.384
H -0.892 4.361 -1.295
H -1.225 3.948 0.382
H -2.555 2.864 -1.750
H -1.277 1.672 -1.569
H -3.268 2.555 0.565
H -1.945 1.433 0.866
H -4.177 1.010 -1.162
H -2.856 -0.115 -0.852
H -4.974 0.743 1.178
H -3.592 -0.310 1.527
H -4.489 -1.866 -0.313
H -5.903 -1.434 2.064
H -6.088 -0.134 -1.257
H -7.820 -0.798 0.972
H -7.927 0.466 -0.049
H -7.908 -1.750 -1.680
H -6.337 -2.585 -1.703
H -6.859 -3.073 0.560
*
```

two:
Density functional theory data (wB97M-V/def2-TZVPD) for a single C18H39NO2 molecule.

Values from the calculation:
**Structure (SMILES)**: CCCCCCCCCCCCCCC[C@@H](O)[C@H](N)CO

ORCA input file:
```
! wB97M-V def2-TZVPD RIJCOSX def2/J DEFGRID3
* xyz 0 1
C -5.395 -1.826 -0.801
C -4.494 -0.603 -0.923
C -3.214 -0.765 -0.107
C -2.216 0.377 -0.294
C -2.711 1.724 0.229
C -1.625 2.801 0.171
C -0.601 2.663 1.296
C 0.596 3.605 1.159
C 1.448 3.386 -0.096
C 1.898 1.937 -0.259
C 2.930 1.759 -1.372
C 3.371 0.298 -1.498
C 2.324 -0.575 -2.193
C 2.500 -2.075 -1.949
C 2.400 -2.497 -0.478
C 1.089 -2.071 0.183
O -0.032 -2.584 -0.511
C 1.001 -2.471 1.672
N -0.267 -1.956 2.179
C 2.098 -1.823 2.531
O 2.036 -0.426 2.455
H -5.675 -1.991 0.238
H -6.305 -1.694 -1.383
H -4.883 -2.715 -1.162
H -4.233 -0.449 -1.973
H -5.041 0.278 -0.582
H -2.724 -1.694 -0.408
H -3.472 -0.848 0.953
H -1.977 0.469 -1.356
H -1.298 0.104 0.228
H -3.055 1.611 1.261
H -3.563 2.050 -0.371
H -2.087 3.789 0.237
H -1.126 2.736 -0.797
H -1.098 2.874 2.247
H -0.241 1.635 1.344
H 0.242 4.639 1.165
H 1.234 3.469 2.036
H 2.328 4.030 -0.025
H 0.893 3.697 -0.983
H 2.326 1.582 0.682
H 1.027 1.323 -0.485
H 3.802 2.377 -1.148
H 2.516 2.104 -2.323
H 4.307 0.243 -2.059
H 3.566 -0.075 -0.493
H 2.373 -0.397 -3.270
H 1.324 -0.286 -1.871
H 1.731 -2.601 -2.521
H 3.474 -2.394 -2.328
H 3.231 -2.068 0.078
H 2.489 -3.587 -0.418
H 0.983 -0.985 0.134
H 0.093 -3.533 -0.624
H 1.090 -3.571 1.751
H -0.545 -2.436 3.027
H -0.993 -2.086 1.482
H 1.958 -2.155 3.573
H 3.096 -2.123 2.212
H 1.098 -0.199 2.540
*
```

What should be chosen as the least stable of them? Choose one.